1.
The following is a quantum chemistry calculation of a molecular structure, C55H51BF5HfO2P2SSe, from the Open Molecules 2025 dataset.

The geometry in XYZ format:
```
119
Properties=species:S:1:pos:R:3:mulliken_charge:R:1
Hf -0.19388 1.10831 0.55247 3.159
O -1.06477 0.47888 4.97041 -0.907
S 0.01176 0.29914 3.96485 1.670
C 0.69616 -1.33062 4.15790 0.689
C 1.42033 -1.65297 5.29955 -0.810
C 1.87029 -2.94790 5.47615 -0.905
C 1.58354 -3.90903 4.51416 -0.950
C 0.85315 -3.58162 3.38265 0.131
C 0.39228 -2.27849 3.17876 -1.140
P -0.62515 -1.82994 1.69289 2.254
C -0.20364 -3.22036 0.58125 1.083
C 1.11654 -3.37063 0.15403 -0.192
C 1.47529 -4.41556 -0.68076 -0.956
C 0.51230 -5.32007 -1.11605 -0.777
C -0.80541 -5.16683 -0.71707 -0.763
C -1.16247 -4.12001 0.12654 -0.921
C -2.30412 -2.26045 2.27505 0.498
C -2.54427 -3.43529 2.99200 -0.474
C -3.81697 -3.73250 3.44529 -0.906
C -4.87013 -2.85857 3.19328 -0.579
C -4.64501 -1.69641 2.47652 -1.085
C -3.36574 -1.39963 2.01809 -0.282
C 1.40706 1.29327 4.47068 -0.096
C 1.36165 1.81334 5.75400 -0.479
C 2.39363 2.63096 6.18744 -0.955
C 3.44855 2.92088 5.33461 -0.857
C 3.46693 2.41665 4.04223 -0.366
C 2.42947 1.61311 3.57502 -0.128
P 2.46346 0.92282 1.86543 1.828
C 3.86970 -0.25021 1.99645 0.764
C 3.64549 -1.59358 2.27738 -0.150
C 4.70895 -2.46388 2.47730 -0.944
C 6.01037 -1.99490 2.40277 -0.912
C 6.24269 -0.65248 2.13006 -0.860
C 5.18318 0.21689 1.92740 -0.788
C 3.16956 2.28070 0.85858 0.634
C 2.96152 3.61863 1.17716 -0.666
C 3.46237 4.61960 0.35799 -0.886
C 4.17022 4.29138 -0.78850 -0.684
C 4.35965 2.95768 -1.12450 -0.829
C 3.85387 1.95546 -0.31159 -0.774
H 1.62635 -0.89165 6.04132 0.567
H 2.43928 -3.20974 6.35869 0.443
H 1.93166 -4.92594 4.64590 0.451
H 0.65814 -4.34783 2.64403 0.545
H 1.87695 -2.66931 0.47242 0.142
H 2.50480 -4.51888 -0.99960 0.466
H 0.79098 -6.13803 -1.76805 0.372
H -1.56210 -5.86213 -1.05781 0.432
H -2.19608 -4.01374 0.42861 0.452
H -1.73439 -4.12308 3.20292 0.405
H -3.98869 -4.64485 4.00171 0.447
H -5.86230 -3.08670 3.56078 0.414
H -5.45819 -1.00977 2.28025 0.476
H -3.20718 -0.49238 1.45632 0.170
H 0.51366 1.57751 6.38557 0.633
H 2.37255 3.04222 7.18814 0.440
H 4.25760 3.55666 5.66966 0.476
H 4.29407 2.66459 3.38992 0.405
H 2.63971 -1.97346 2.35194 0.548
H 4.51188 -3.50704 2.69212 0.530
H 6.84301 -2.66895 2.55657 0.413
H 7.25609 -0.27699 2.07113 0.470
H 5.39021 1.25555 1.70915 0.429
H 2.38890 3.88976 2.05458 0.426
H 3.29492 5.65698 0.61652 0.465
H 4.56992 5.07371 -1.42111 0.417
H 4.89984 2.69415 -2.02477 0.490
H 3.99964 0.91954 -0.59042 0.465
F 0.51979 2.66117 -0.23677 -0.541
F -1.80872 3.15158 0.81318 -0.132
B -1.60039 2.69317 2.10250 -0.839
F -1.87941 1.23335 1.95024 -0.116
F -0.14233 2.62189 2.25403 -0.117
F -2.23790 3.26801 3.10854 -0.219
C -4.80081 3.18682 -6.18762 -1.793
C -4.26071 2.51578 -4.95968 0.725
C -4.72372 1.25927 -4.57433 -1.054
C -4.24745 0.63042 -3.44310 1.407
C -4.79941 -0.73782 -3.10918 -1.802
C -3.25566 1.28904 -2.66169 0.537
C -2.77714 0.56024 -1.53774 -0.293
O -1.89522 0.87444 -0.71419 0.146
C -2.78043 2.57215 -3.03746 0.643
C -1.76588 3.33580 -2.24102 -0.625
C -3.29909 3.15048 -4.17952 -0.991
H -5.30109 2.47792 -6.84492 0.398
H -4.00461 3.68219 -6.74309 0.400
H -5.52624 3.95393 -5.90656 0.370
H -5.47584 0.76426 -5.17773 0.379
H -5.56494 -1.01018 -3.83244 0.435
H -5.25923 -0.76814 -2.12025 0.411
H -4.02535 -1.50751 -3.14501 0.258
H -3.25606 -0.40389 -1.35563 0.316
H -2.13729 3.55953 -1.24120 0.183
H -1.53095 4.27515 -2.73909 0.526
H -0.84269 2.77398 -2.12141 -0.438
H -2.94137 4.13069 -4.47368 0.427
C -1.47910 0.37006 -6.86243 -1.830
C -0.90370 0.24749 -5.47643 0.582
C -1.22275 -0.83690 -4.66761 -0.310
C -0.68325 -0.98840 -3.39553 -0.015
C -1.03981 -2.20372 -2.58352 -1.032
C 0.20669 -0.01193 -2.92525 0.389
Se 1.02481 -0.29186 -1.20696 0.398
C 0.56434 1.07948 -3.71893 -0.140
C 1.56759 2.11677 -3.29140 -1.484
C -0.01348 1.18928 -4.98337 -0.485
H -2.52741 0.06822 -6.88488 0.380
H -0.94034 -0.27350 -7.56135 0.396
H -1.40563 1.39258 -7.23329 0.362
H -1.91369 -1.59021 -5.03645 0.348
H -1.81225 -2.79023 -3.08337 0.521
H -1.38566 -1.94131 -1.58127 -0.346
H -0.16893 -2.84655 -2.43502 0.469
H 1.60027 2.24647 -2.21238 -0.153
H 1.34120 3.07920 -3.75309 0.450
H 2.56980 1.82284 -3.61609 0.462
H 0.25182 2.04251 -5.60095 0.359
```

Values from the calculation:
HOMO = -10.3 eV
Multiplicity = 1
Orbital gap = 6.94 eV
E_LUMO = -0.125 hartree
Energy above the lowest of the compared OMol25 structures with the same formula, charge and spin = 3.1 kcal per mole
Charge = +1

***

2.
The following is a quantum chemistry calculation of a molecular structure, C55H51N6O2P2S2Tc, from the Open Molecules 2025 dataset.

The geometry in XYZ format:
```
119
Properties=species:S:1:pos:R:3:lowdin_spin:R:1
Tc -0.83173 0.72177 -0.14135 1.638
C 1.81850 4.75387 -2.92890 0.002
C 1.07361 5.45456 -1.81432 0.002
C -0.34087 5.17773 -1.47287 0.012
C -0.69760 4.01648 -0.92902 0.001
N 0.27533 2.98047 -0.74700 0.044
C 2.15007 4.43876 -1.49397 0.002
C -1.93646 3.71200 -0.20930 0.008
C -2.99196 4.59859 -0.01833 0.001
C -4.00659 4.25651 0.84759 0.007
C -3.89222 3.09978 1.62751 0.004
C -2.81465 2.28049 1.41394 0.001
N -1.93162 2.52438 0.41770 0.000
C -2.35515 1.20989 2.33126 0.012
C -2.89401 1.00557 3.58327 -0.003
C -2.24014 0.17422 4.48168 0.017
C -1.03338 -0.39656 4.11259 -0.003
C -0.56019 -0.17262 2.83813 0.013
N -1.21901 0.57661 1.94109 -0.008
H 2.39435 5.30058 -3.66523 0.000
H 1.36385 6.49137 -1.70275 0.000
H -1.06180 5.97907 -1.61256 0.001
H 3.02826 4.67223 -0.90382 0.000
H -3.00299 5.55271 -0.53133 0.000
H -4.85603 4.91633 0.98125 0.000
H -4.62186 2.87776 2.39414 0.000
H -3.80075 1.51794 3.87529 0.000
H -2.65097 0.00818 5.47146 0.001
H -0.46394 -1.01080 4.80043 0.000
H 0.37771 -0.59882 2.50945 0.000
C 3.61550 -4.80246 3.67279 0.076
S 4.49453 -4.07266 2.29301 0.720
C 4.41594 -2.32298 2.72306 0.065
C 3.16351 -1.63524 2.16488 0.039
C 3.27073 -1.44214 0.65212 0.002
N 2.17640 -0.65419 0.04632 -0.001
P 1.96649 1.04581 0.31625 0.036
C 3.36970 1.66566 1.29712 0.012
C 3.08860 2.19035 2.56012 0.002
C 4.10089 2.74336 3.33452 0.000
C 5.40070 2.76900 2.85123 0.000
C 5.68849 2.24761 1.59121 0.001
C 4.67765 1.71068 0.80858 0.002
C 2.28772 1.81916 -1.30782 0.003
C 3.07442 1.28362 -2.24185 0.000
C 3.10022 1.76131 -3.62533 0.000
C 2.17353 2.61336 -4.05987 0.000
C 1.24456 3.35403 -3.15055 0.000
C 1.47288 3.05751 -1.61138 0.002
P 0.65447 -1.31868 -0.35206 -0.002
C 0.40915 -2.81823 0.66239 0.001
C -0.65070 -2.91347 1.55272 0.003
C -0.85980 -4.06360 2.30562 0.009
C 0.00497 -5.13950 2.16728 0.000
C 1.04246 -5.07664 1.24078 0.006
C 1.23364 -3.93451 0.47666 0.010
C 0.85513 -2.15373 -1.94923 0.002
C -0.25960 -2.80197 -2.48522 0.000
C -0.14262 -3.50636 -3.67445 0.000
C 1.08645 -3.57039 -4.32687 0.000
C 2.19505 -2.93092 -3.78957 0.000
C 2.08119 -2.21735 -2.60088 0.000
H 3.69379 -5.88470 3.57045 -0.001
H 2.56196 -4.50617 3.65208 0.022
H 4.08308 -4.48907 4.60884 0.017
H 5.32293 -1.86983 2.31221 0.006
H 4.45908 -2.24774 3.80972 0.007
H 3.06036 -0.66322 2.65299 0.002
H 2.27439 -2.22827 2.40215 0.000
H 3.29894 -2.41664 0.16554 0.003
H 4.21352 -0.94874 0.42106 0.000
H 2.07086 2.16969 2.94088 0.001
H 3.87374 3.15437 4.31150 0.000
H 6.19216 3.20704 3.44818 0.000
H 6.70295 2.27326 1.21117 0.000
H 4.91749 1.34650 -0.18230 0.000
H 3.64325 0.38332 -2.01705 0.000
H 3.79858 1.30400 -4.31775 0.000
H 2.10195 2.85559 -5.11693 0.000
H 0.20892 3.33268 -3.50634 0.000
H 0.60622 3.04709 0.21591 0.003
H -1.32851 -2.08479 1.63524 0.000
H -1.70207 -4.12549 2.98711 0.000
H -0.14533 -6.03678 2.75812 0.000
H 1.68964 -5.93385 1.08997 0.000
H 1.99692 -3.94082 -0.29287 0.000
H -1.21522 -2.75946 -1.97314 0.002
H -1.00459 -4.01339 -4.09018 0.000
H 1.17736 -4.12425 -5.25447 0.000
H 3.15393 -2.99258 -4.29294 0.000
H 2.94938 -1.71342 -2.18479 0.000
O -8.50651 -3.45188 1.44970 0.000
C -7.37464 -3.17817 2.11130 0.002
O -7.24599 -3.48691 3.25835 0.003
C -6.25311 -2.47036 1.37515 0.013
C -6.35767 -1.92032 0.10187 -0.002
C -5.26470 -1.30224 -0.48925 0.015
C -4.04890 -1.22181 0.19960 0.020
S -2.73107 -0.55135 -0.76348 0.126
C -3.95711 -1.74444 1.49355 0.012
C -5.05190 -2.36187 2.06516 -0.002
H -8.49325 -3.19443 0.52524 0.000
H -7.28456 -1.95471 -0.46094 0.000
H -5.34274 -0.89526 -1.49148 0.001
H -3.04070 -1.67776 2.05193 0.000
H -4.99934 -2.78525 3.06099 0.000
N -3.09126 2.13812 -2.36500 0.006
C -2.07024 1.53344 -3.04740 0.004
C -2.14396 1.53337 -4.44575 -0.001
C -1.15932 0.94738 -5.19508 0.005
C -0.05980 0.40032 -4.53805 0.000
C -0.02493 0.46633 -3.17613 0.002
N -1.00116 0.99476 -2.39225 -0.004
H -3.90288 2.36452 -2.91496 0.000
H -3.30254 1.79350 -1.44655 0.001
H -3.01338 1.97902 -4.91680 0.000
H -1.23761 0.91387 -6.27589 0.000
H 0.75917 -0.06344 -5.07362 0.000
H 0.83437 0.09582 -2.66217 -0.001
```

Values from the calculation:
HOMO (spin up / spin down) = -14.2 / -14.5 eV
Multiplicity = 4
Orbital gap (spin up / spin down) = 6.78 / 2.98 eV
E_LUMO (spin up / spin down) = -0.274 / -0.423 hartree
Charge = +3
⟨S²⟩ = 3.775